Entry A
Computed, not measured: an isolated molecule of C6H8N2, with ωB97M-V with the def2-TZVPD basis set.

```
16
Properties=species:S:1:pos:R:3:nbo_charge:R:1
C 2.616 0.064 0.038 -0.400
C 0.403 -1.053 -0.149 -0.042
C -0.920 -0.582 -0.092 -0.143
C -2.459 -0.604 -0.045 -0.217
C -0.908 0.772 -0.208 0.064
C 0.347 1.237 -0.149 -0.140
H 3.041 -0.467 -0.854 0.205
H 3.012 1.095 0.194 0.217
H 2.790 -0.538 0.895 0.200
H 0.857 -2.035 0.087 0.207
H -3.067 -1.043 -0.946 0.196
H -2.902 -1.187 0.825 0.199
H -2.710 1.344 0.752 0.370
H 1.027 2.101 -0.076 0.212
N 1.191 0.036 -0.192 -0.331
N -2.318 0.859 -0.083 -0.599
```

Its SMILES is Cn1cc2c(c1)NC2. As for the spin multiplicity: 1. Its HOMO-LUMO gap is 8.864 eV. The molecular weight comes out at 108.1 u. For the lowest unoccupied orbital energy, the calculation gives 0.037 Ha.


Entry B
Computed, not measured: a cluster of 2 separate species, C6H8N2 in total, with ωB97M-V with the def2-TZVPD basis set.

```
16
Properties=species:S:1:pos:R:3:nbo_charge:R:1
C 2.184 0.107 -0.280 0.430
C 0.903 -1.946 0.198 -0.314
C 1.267 -0.750 -0.186 -0.274
C -1.628 0.220 -0.986 -0.470
C -1.810 0.097 0.522 -0.507
C -0.634 0.862 0.006 0.364
N 3.010 0.977 -0.127 -0.597
N 0.233 1.761 0.231 -0.661
H -0.190 -2.241 0.198 0.169
H 1.360 -2.754 0.882 0.203
H -1.486 -0.684 -1.591 0.231
H -2.266 0.894 -1.469 0.220
H -2.699 0.543 1.014 0.231
H -1.609 -0.923 0.822 0.223
H 0.495 1.902 1.230 0.352
H 2.871 1.934 -0.464 0.401
```

Its SMILES is C=C=C=N.N=C1CC1. As for the spin multiplicity: 1. Its HOMO-LUMO gap is 8.449 eV. The molecular weight comes out at 108.1 u. For the lowest unoccupied orbital energy, the calculation gives 0.002 Ha.


Entry C
Computed, not measured: a structure of composition C6H8N2, with ωB97M-V with the def2-TZVPD basis set.

```
16
Properties=species:S:1:pos:R:3:nbo_charge:R:1
C 1.759 -1.035 0.486 -0.436
C 0.499 -0.459 -1.477 -0.208
C -0.827 0.060 -0.747 -0.151
C -2.107 0.432 -0.373 -0.073
C -0.454 1.181 1.258 -0.134
C 0.102 0.538 0.221 0.070
H 2.082 -0.674 1.615 0.222
H 0.911 -1.916 0.376 0.185
H 2.761 -1.433 0.010 0.202
H 0.622 -1.649 -1.651 0.196
H 0.584 -0.073 -2.510 0.219
H -3.078 0.354 -0.943 0.234
H -2.502 1.469 1.372 0.383
H 0.167 1.865 1.942 0.238
N 1.276 0.081 -0.352 -0.440
N -1.797 1.260 0.774 -0.510
```

As for the spin multiplicity: 1. Its HOMO-LUMO gap is 9.164 eV. The molecular weight comes out at 108.1 u. For the lowest unoccupied orbital energy, the calculation gives 0.041 Ha.


Quick look at relative energies in hartree: entry A 0.0000; entry B 0.0965; entry C 0.0401.